{"formula": "C49H116N7O17S5", "method": "ωB97M-V with the def2-TZVPD basis set", "species": ["O", "C", "H", "H", "S", "H", "H", "C", "C", "O", "H", "H", "C", "H", "H", "H", "H", "C", "H", "H", "H", "C", "O", "H", "O", "C", "H", "O", "C", "C", "H", "H", "H", "H", "C", "H", "H", "C", "H", "S", "H", "C", "C", "N", "H", "C", "C", "H", "H", "H", "N", "H", "C", "H", "H", "H", "H", "H", "C", "O", "H", "O", "H", "H", "H", "C", "H", "O", "H", "H", "H", "H", "O", "C", "H", "H", "H", "H", "H", "H", "C", "C", "C", "H", "H", "H", "H", "S", "N", "N", "C", "H", "H", "H", "C", "H", "C", "O", "H", "H", "C", "C", "H", "H", "C", "C", "H", "O", "H", "H", "H", "H", "H", "H", "H", "C", "S", "C", "H", "C", "H", "H", "O", "H", "H", "N", "C", "C", "H", "C", "O", "H", "C", "H", "N", "H", "H", "H", "H", "H", "H", "H", "H", "H", "H", "C", "H", "H", "C", "H", "H", "H", "O", "H", "H", "C", "H", "C", "C", "H", "H", "H", "H", "H", "C", "N", "H", "C", "H", "H", "C", "H", "O", "H", "H", "C", "C", "H", "C", "H", "O", "H", "S", "H", "H", "H", "H", "H", "O", "C", "H", "H", "H", "C"], "coordinates": [[-1.951032, -1.155929, 2.126466], [-5.720255, -0.347091, -0.020500], [-3.649936, 0.703342, 5.453074], [2.718797, -4.952548, -5.684759], [4.476720, 2.450434, -3.284521], [1.048283, -0.361252, 4.317138], [-3.714182, 2.304808, 3.293089], [-3.459769, 7.049529, -1.937163], [4.792599, -3.268869, 6.294848], [-4.310283, 9.166490, -2.485707], [1.817646, -6.502402, -2.024056], [2.462086, -8.939588, 0.971707], [-3.738949, -1.314841, -5.158329], [2.593007, -3.147810, -2.405064], [7.032783, -0.093864, 3.309545], [-4.268755, -2.306543, -7.999338], [-1.614677, 3.676517, -1.853117], [2.467434, -3.915719, -3.166658], [-6.242194, 10.304672, -3.680301], [4.039908, -7.411606, 0.664433], [-0.316429, 2.627099, -0.208152], [-0.965424, 1.930661, -0.739339], [3.553204, -1.528254, 4.728545], [5.731062, -2.995216, 5.811710], [-6.377658, 2.383279, 4.030408], [0.860669, -5.286956, 3.199320], [5.165242, -3.561536, 3.616385], [4.575252, 0.405985, 0.845916], [-2.589050, 0.658196, 5.189030], [-0.816401, 0.642889, -2.761235], [5.622703, 1.773422, -1.245332], [4.542933, -2.811034, 7.245271], [0.786375, -0.903564, -1.380676], [2.886299, 0.809500, 2.753566], [-7.448191, 1.064531, 5.614670], [4.264769, -4.958420, 4.255973], [2.057080, -1.738631, -5.745062], [0.923913, -1.292370, 1.418271], [0.076205, 5.217781, 1.281860], [0.519663, 3.570646, -6.028658], [2.486310, -2.312568, 0.369142], [1.755677, 4.664412, -5.324021], [1.293731, -6.799242, 5.887794], [0.758549, 5.552385, -0.632451], [-7.398187, 2.006120, 6.153771], [1.716813, -8.487084, 0.299696], [2.870479, 1.776507, 3.250384], [1.704041, -6.227807, 7.902267], [-2.759287, -2.431100, 3.930673], [0.789514, -2.728968, -0.182073], [-0.025349, 0.998944, -1.503236], [3.339114, -5.778623, 0.578553], [-1.724161, 1.812025, -3.091099], [-5.131640, 10.187808, -5.039270], [5.280303, -0.171919, 3.532511], [-2.533807, -1.972638, 5.595111], [-6.489446, 2.320922, 1.947435], [0.623496, 1.188345, -5.521686], [3.391679, -6.759494, 0.086716], [-0.957457, -1.628166, -5.461302], [3.128860, -6.782098, 6.992947], [0.258738, 1.995908, 3.108795], [-4.044209, -1.558362, 4.902479], [-5.499268, 11.759844, -4.259283], [0.770430, -5.224265, 2.108032], [0.915890, -0.016143, 0.557894], [3.532695, -3.901694, 2.966743], [3.441052, 3.210054, -2.524870], [4.508307, 0.584693, -1.821541], [-4.513798, 0.827412, 2.722853], [-2.192809, 1.611611, 4.863474], [-3.103308, -0.519547, -4.784993], [0.717826, -9.043521, 0.026997], [1.182428, 1.740683, -1.826105], [-0.802480, -0.646233, -0.594700], [2.945592, 2.589102, 2.530921], [1.987063, 0.145125, 0.367956], [-4.578571, -0.757873, -5.591175], [1.031292, 2.694542, -2.313904], [2.766872, 4.448787, -5.662735], [1.907166, -4.231887, -5.513244], [-1.843440, 2.609707, -1.780362], [-6.953758, 1.202651, 4.217561], [-3.028337, 6.198765, -2.456558], [0.690058, -7.427464, 3.381534], [-6.839485, 0.345430, 6.166880], [5.978250, 1.388251, 3.276206], [1.344237, 2.053276, 4.148463], [-4.852973, -1.455895, 0.312934], [2.217815, -3.323662, -4.462699], [1.284248, 2.052777, -5.472701], [-0.142669, 0.334884, -3.555075], [-2.944860, 7.136148, -0.980865], [0.537714, 0.859048, 1.088612], [-3.853379, -2.821878, -7.128683], [-4.304976, -2.869469, 1.781644], [6.027218, -1.711615, 1.360838], [-1.448189, 5.339399, -0.060182], [6.055538, 0.816756, -2.725655], [3.341115, -4.574124, -3.183111], [-2.983553, -1.646555, 4.643631], [1.426484, -6.640160, 3.536283], [1.561425, -4.470269, 3.386618], [6.842575, 2.938303, -3.464291], [-4.209520, 10.498932, -3.051542], [5.262190, 1.295507, -2.154692], [0.368671, -7.072092, -1.371870], [-0.684454, 3.813333, -5.204512], [-4.514411, 6.837273, -1.755458], [2.241657, 4.954053, 0.714084], [-3.467398, -2.862332, -0.213322], [-6.011468, -2.421831, 1.792338], [-4.052268, 2.145813, 1.626324], [-1.514978, 1.330384, -0.020623], [-1.405900, -0.230186, -2.477674], [-5.794005, 2.574247, 2.752188], [3.456929, -2.945805, 5.141771], [-4.464148, 1.911294, 2.607668], [0.789843, 4.972082, -2.663889], [-1.726546, -2.069106, -6.302005], [1.600367, -4.485797, -2.825505], [1.545656, -1.095225, 2.299483], [2.069758, -6.634735, 4.807693], [-2.706059, 1.521158, -3.440927], [-2.872237, 2.679965, -1.408257], [-3.061139, -1.998978, -6.248003], [1.247837, 0.478951, 4.977061], [2.058675, -6.926571, 7.148739], [6.255498, -2.162410, 0.394155], [0.197279, -0.241723, -0.743605], [-3.902572, -1.609088, -1.750780], [-2.094058, 0.314221, 6.103680], [1.445659, -2.488097, 0.649426], [1.701638, 4.546157, -4.240746], [2.085054, -7.290043, -0.174075], [2.120204, 1.872584, -6.151223], [5.877378, 4.117302, -4.358472], [5.891536, 4.209176, -2.616510], [-1.738923, 0.825012, 2.763954], [1.431784, 5.665035, -5.595729], [6.649318, -2.024670, 2.189633], [-4.767868, -1.319875, 2.394113], [1.022410, 6.716811, -2.418621], [-0.062262, -5.063062, 3.723786], [4.922965, -4.339157, 6.496688], [6.085042, 0.344509, 2.995787], [4.986910, -2.015739, 1.513802], [1.460632, -3.358628, 1.307461], [-4.015520, -1.988893, -0.592933], [-5.421548, 0.126522, -0.949093], [-8.476193, 0.711944, 5.622916], [1.944518, -7.924966, 7.570104], [0.130525, -6.870847, 5.837520], [3.706926, 1.834631, 3.947941], [2.196756, -6.853111, 2.790082], [2.306045, -1.997532, -4.707450], [-0.542089, 6.053616, -2.209802], [5.916567, 3.508975, -3.455074], [0.510420, 5.827456, -2.040357], [0.447798, 0.563038, 5.716071], [1.619705, 2.182688, -4.444403], [-3.245288, 10.678478, -3.524620], [-3.303175, -3.707038, -7.442466], [1.059788, -4.899238, -5.296785], [-4.998611, -2.048818, 1.612930], [-2.435917, -0.405019, 4.204427], [1.650581, 1.960297, -0.866280], [-1.976379, -0.230791, 2.937431], [2.170277, 0.303874, 5.531733], [2.808647, 5.071168, -0.934597], [-0.255766, 5.339007, 0.242099], [-5.700357, 3.656105, 2.638776], [2.711859, -1.148299, -3.928523], [1.845445, 1.061921, -2.360735], [-0.085762, -1.490366, 1.805050], [1.275094, -6.549666, -1.070306], [4.175158, -3.959880, 3.832123], [-4.318478, 11.156378, -2.192263], [-3.299035, 8.319288, -2.709186], [3.910692, -6.553744, -0.861904], [-2.334846, 8.567562, -3.381453], [-5.663098, 0.430251, 0.746489], [5.985519, 0.082686, 1.203522], [-4.724319, -3.192960, -6.578341], [0.988309, -5.554850, -0.732302], [-6.755040, -0.695809, -0.072047], [2.528162, 6.559603, -0.011624], [-1.374984, -2.707281, -7.128476], [-7.140223, 0.430291, 3.355434], [-5.306568, 10.698129, -4.097258], [-4.097701, -2.034903, -4.429899], [-1.254478, 2.458823, -3.838499], [1.662877, -3.701409, -6.429179], [2.156413, 5.548076, -0.200380]], "atomic_forces_ev_per_a": [[-0.0622, 0.9086, 0.0494], [-0.1625, 0.2875, 0.2846], [-0.0216, 0.4711, -0.1253], [0.2028, 0.4070, -0.1552], [0.2629, -0.4057, -0.1743], [0.0878, 0.2098, -0.2946], [-0.2363, 0.0514, 0.2823], [-0.5708, -0.3719, 0.0917], [0.2604, -0.8178, -0.0286], [0.0689, 0.3842, -0.3135], [0.0462, 0.5262, 0.1006], [0.2659, 0.0792, 0.1161], [-0.3475, 0.6496, -0.9996], [0.2992, 0.1900, -0.2283], [0.1305, 0.3753, 0.1647], [0.2903, 0.1640, 0.0136], [0.4671, -0.2272, -0.3569], [-0.2364, 0.3285, 0.4242], [0.0958, 0.0008, -0.1289], [-0.2779, -0.2397, 0.1415], [-0.2675, -0.0442, 0.1745], [0.4312, 0.1211, -0.1101], [0.3269, 0.5781, -0.2481], [-0.0142, 0.6643, 0.3625], [0.6622, 0.5869, 0.1811], [0.1362, 0.5209, -0.5799], [0.0207, 0.0303, -0.1123], [-0.1341, 0.1313, -0.4376], [-0.0590, -0.9155, 0.1585], [-0.5067, -0.5977, 0.2560], [0.1627, 0.3147, -0.1781], [0.3476, 0.4572, -0.0536], [-0.1925, -0.0289, -0.1437], [-0.1382, 0.0108, -0.0940], [-0.0133, -0.0122, 0.8630], [-0.1950, -0.1830, -0.3199], [-0.1997, -0.0793, -0.0076], [-0.7058, 0.4719, 0.4127], [0.1259, -0.1903, 0.0267], [0.2993, -0.0562, -0.5225], [-0.0453, -0.0177, -0.5515], [-0.0834, -0.0243, 0.1806], [2.0714, -0.0760, 0.2845], [0.4040, -0.0063, -0.1129], [0.0296, 0.0751, -0.0561], [1.9758, 0.2422, 0.7600], [0.1596, 0.0513, 0.2118], [-0.1308, 0.0858, -0.0919], [-0.3652, 0.0304, -0.2237], [0.2310, -0.0870, -0.2955], [-2.2446, 0.7948, -0.8696], [-0.0880, -0.1317, 0.1824], [0.7628, 0.9491, 0.2162], [0.2789, 0.0146, -0.0284], [-0.0384, -0.2709, -0.4473], [0.2155, 0.2376, -0.1671], [-0.0168, -0.5096, 0.2459], [-0.2836, 0.2090, -0.2151], [0.5315, 0.9401, -0.4837], [0.2331, 0.4760, -0.2061], [-0.0742, 0.1011, 0.0109], [-0.0304, 0.3517, 0.1010], [-0.1139, -0.0312, -0.5275], [0.2741, -0.0107, -0.1800], [-0.6633, -0.2115, 0.1501], [0.9901, -0.4732, 0.3363], [-0.0974, -0.1521, -0.2329], [0.0335, 0.3075, 0.0689], [-0.0052, -0.1640, -0.2734], [-0.0623, 0.0754, -0.0332], [0.0311, 0.0564, -0.1406], [0.2952, -0.4282, 0.5232], [-2.8731, -1.5042, -0.6130], [1.3833, -0.4516, 0.9207], [0.0494, -0.2561, 0.1413], [0.0322, -0.0423, -0.0890], [-0.1496, 0.3886, -0.1887], [-0.1744, -0.3534, 0.0878], [-0.4496, -0.1624, -0.3460], [-0.0344, 0.0229, -0.2073], [-0.3826, -1.2499, -0.5835], [-0.7204, 0.5830, 0.5013], [-0.7121, 1.4897, 1.8718], [0.1629, 0.1274, -0.1545], [-0.1415, -0.0438, 0.6701], [-0.0317, -0.0824, -0.1205], [0.4276, 0.1975, -0.3666], [-0.2939, -0.4411, -0.5726], [0.3288, -0.1315, -0.1481], [-0.1102, 0.2577, 0.4475], [0.3187, -0.2220, 0.1102], [0.1991, 0.0349, 0.0629], [-0.0229, 0.0465, 0.0074], [-0.0801, -0.2193, 0.2072], [-0.8063, -0.3733, 0.0136], [0.0954, -0.0362, -0.3659], [-0.7858, -0.3067, -0.6457], [0.8216, -0.1946, 0.2928], [0.0176, -0.1749, 0.1344], [-0.0238, 0.0638, -0.0390], [0.2342, -0.9487, 0.8934], [0.2536, 0.4265, -0.9761], [0.0682, -0.2201, 0.4741], [-0.0702, -0.0879, 0.0495], [-0.2413, -0.0088, -0.5668], [-0.3809, -0.0219, 0.1469], [-0.0546, -0.2683, 0.6314], [-0.4966, 0.1401, 0.3227], [0.0768, 0.0837, 0.1111], [-0.0065, 0.1884, 0.0097], [0.1139, 0.0517, 0.1225], [-0.0171, 0.1070, -0.1472], [-0.1113, -0.1553, -0.2415], [-0.0846, -0.1012, -0.0039], [-0.0246, -0.0098, -0.1104], [-0.2976, 1.2183, -0.8414], [-0.2153, -0.9945, 0.1139], [0.7140, -0.1272, -0.1875], [-0.0734, 0.1393, 0.2186], [0.1607, -0.7595, 0.7308], [-0.0056, -0.1210, -0.3504], [0.1237, -0.0968, -0.1432], [0.7407, -0.3658, -0.2675], [-0.0045, -0.3377, -0.1547], [0.0778, -0.4681, -0.0396], [0.0435, 0.1307, -0.1888], [0.0613, 0.0030, 1.0182], [1.1929, -0.0214, 0.6173], [0.6037, 0.0734, 0.1470], [0.4697, -0.2765, 0.1592], [0.3006, 0.1110, 0.1201], [0.1883, 0.3257, -0.0177], [0.2478, -0.1941, 0.8225], [0.1162, -0.0524, -0.1688], [0.7041, 0.5383, 0.7836], [0.1401, -0.0312, 0.1888], [-0.2381, -0.1953, -0.1003], [0.1076, -0.2102, 0.1374], [0.4367, -0.1399, -0.3710], [0.1703, 0.1277, -0.0435], [0.2731, -0.1946, -0.1775], [-0.1583, 0.0540, -0.0548], [0.3682, -0.1156, 0.3800], [-0.1817, -0.0282, -0.1676], [-0.5240, 0.0227, -0.1494], [-0.0425, -0.3546, 0.2844], [0.0227, 0.2785, 0.4545], [-0.0664, -0.0519, -0.0556], [-0.3890, 0.0094, -0.4748], [0.0403, -0.3327, -0.2295], [0.0148, -0.1255, -0.1309], [-0.2212, -0.0458, -0.1492], [-3.4977, -0.1217, -0.3441], [-0.0559, 0.0390, 0.0543], [0.3167, -0.0619, 0.3827], [0.6717, 0.0900, 0.0557], [-0.0415, -0.2817, 0.2002], [0.1370, 0.7723, 0.0427], [-0.5403, 0.0759, -0.2527], [-0.0822, 0.0157, -0.1414], [0.1642, -0.0492, -0.0684], [0.1460, -0.3146, 0.3200], [0.1109, 0.1165, -0.1544], [-0.1386, 0.4678, 0.2773], [-0.0809, 0.0475, 0.8375], [0.2557, 0.7015, -0.0738], [0.2241, 0.1167, -0.1528], [-1.1913, -0.6110, 0.6642], [0.0432, -0.0397, -0.1346], [-0.2589, -0.0250, -0.1524], [-0.6396, 0.5366, -0.6952], [0.2152, -0.0003, 0.2909], [-0.3878, -0.0729, 0.2875], [0.0129, 0.2474, -0.3169], [0.5423, -0.0427, -0.3454], [-0.4486, -0.1528, -1.7560], [0.2717, 0.3301, 0.6027], [-0.1383, 0.1630, -0.1133], [0.3157, -0.2663, 0.3007], [-0.0572, -0.1928, 0.0673], [0.2462, 0.1915, -0.3656], [-0.0555, -0.2614, 0.1193], [-0.4963, -0.0079, 1.0556], [0.1508, 0.0081, 0.0668], [0.2583, 0.1086, 0.2066], [0.0058, 0.1367, -0.1156], [-0.0770, -0.0344, -0.0160], [0.0536, 0.2057, -0.1972], [-0.1261, -2.3524, -2.1973], [-0.6840, -0.0686, 1.0022], [0.1396, 0.2381, 0.4066], [-0.3074, -0.2197, 0.0248], [0.1654, 0.0456, -0.0573], [-0.1697, -0.1658, 0.3019]], "max_force_ev_per_a": 3.52, "lumo_ev": -1.5, "total_charge": 1}